--- w ---
C4H7NOS2 in the gas phase. Source: the OMol25 dataset; level of theory: wB97M-V/def2-TZVPD.

Structure (XYZ):
```
15
Properties=species:S:1:pos:R:3:nbo_charge:R:1
C 1.73383 -2.18331 0.35605 -0.729
S 0.38318 -1.32435 -0.55001 0.201
C 0.67121 0.43401 -0.27134 -0.293
N -0.51980 1.19758 -1.31859 -0.625
C -1.63374 1.51201 -0.66423 0.650
O -2.72129 1.85181 -1.04362 -0.590
C -1.47610 1.08945 0.79552 -0.608
S 0.23417 0.98362 1.41318 0.218
H 2.78978 -1.73428 0.30790 0.220
H 1.73057 -3.11214 -0.00363 0.220
H 1.55022 -2.08628 1.47063 0.225
H 1.68728 0.65110 -0.44139 0.216
H -0.50333 1.02854 -2.33839 0.420
H -2.02002 1.62431 1.44529 0.233
H -1.90597 0.06792 0.84263 0.241
```

LUMO energy   0.52 eV
Orbital gap   9.50 eV
Net charge   0
HOMO   -8.98 eV

---

--- x ---
C4H7NOS2 in the gas phase. Source: the OMol25 dataset; level of theory: wB97M-V/def2-TZVPD.

Structure (XYZ):
```
15
Properties=species:S:1:pos:R:3:nbo_charge:R:1
C 2.94101 -0.01558 0.00465 -0.413
N 1.58763 0.35605 -0.45520 -0.509
C 0.50041 -0.26182 0.08722 0.224
C -0.81648 0.19655 -0.04945 -0.385
C -1.94911 -0.50484 0.34814 -0.198
S -3.50471 0.36053 0.47814 1.165
O -3.31060 1.52903 -0.36115 -0.987
S -4.75986 -0.98930 -0.36379 -0.612
H 3.52484 -0.02797 -0.80557 0.209
H 3.46471 0.72001 0.57385 0.214
H 3.06683 -0.98655 0.63628 0.230
H 1.36907 1.07744 -1.10747 0.423
H 0.57274 -1.09186 0.71898 0.203
H -0.86195 1.14856 -0.32790 0.226
H -1.82452 -1.51025 0.62330 0.211
```

LUMO energy (spin up / spin down)   -1.85 / -1.85 eV
Orbital gap (spin up / spin down)   5.28 / 5.28 eV
Net charge   0
HOMO (spin up / spin down)   -7.13 / -7.13 eV

---

Which of them is most stable? Easy: w.

---

--- w ---
C3H5ClO in the gas phase. Source: the OMol25 dataset; level of theory: wB97M-V/def2-TZVPD.

Structure (XYZ):
```
10
Properties=species:S:1:pos:R:3:nbo_charge:R:1
C 1.46902 -0.17146 -0.22928 -0.341
C 0.31592 -0.72089 -0.19951 -0.255
C -0.78073 0.00528 0.51400 0.070
O -0.73360 1.36432 0.15385 -0.713
Cl -2.42004 -0.52597 0.06651 -0.076
H 2.32573 -0.64214 -0.76958 0.201
H 1.73956 0.76806 0.20593 0.210
H 0.04094 -1.59942 -0.73644 0.219
H -0.63887 0.06079 1.62881 0.207
H -1.31792 1.46142 -0.63428 0.479
```

LUMO energy   0.96 eV
Orbital gap   11.33 eV
Net charge   0
HOMO   -10.37 eV

---

--- x ---
C3H5ClO in the gas phase. Source: the OMol25 dataset; level of theory: wB97M-V/def2-TZVPD.

Structure (XYZ):
```
10
Properties=species:S:1:pos:R:3:nbo_charge:R:1
O 0.52294 1.94386 -0.95327 -0.698
C 0.15583 0.59467 -0.89141 0.066
C -1.12756 0.21933 -0.69975 -0.460
C -0.23229 0.10294 0.49104 -0.245
Cl 0.34870 -1.45317 1.04337 -0.036
H 0.05492 2.32064 -1.73336 0.465
H 0.91954 0.03216 -1.40490 0.199
H -1.65995 -0.54125 -1.23724 0.238
H -1.74144 1.11337 -0.50625 0.231
H -0.46044 0.72642 1.37133 0.240
```

LUMO energy   0.90 eV
Orbital gap   10.54 eV
Net charge   0
HOMO   -9.63 eV

---

Which of them is most stable? Easy: w.

---

--- w ---
C40H41AlF6N7O4 as an isolated structure. Source: the OMol25 dataset; level of theory: wB97M-V/def2-TZVPD.

Structure (XYZ):
```
99
Properties=species:S:1:pos:R:3:mulliken_charge:R:1
Al -0.27898 -0.09816 -0.12500 -2.411
C -4.64845 5.77687 0.87381 -1.962
C -3.45638 5.65043 1.80582 0.489
C -3.86030 5.65875 3.28260 -0.961
C -2.60883 5.86162 4.13183 -1.042
C -1.48027 4.99326 3.64989 0.971
C -0.34882 4.84688 4.42723 -0.718
C 0.66793 3.97975 4.03270 -0.192
F 1.76322 3.87972 4.79399 -0.358
C 0.54578 3.19259 2.91729 -0.772
C -0.61444 3.29294 2.13868 0.659
C -0.86490 2.32369 1.08936 1.366
O -0.02649 1.39299 0.90857 -0.338
C -2.09142 2.44774 0.39775 -0.171
C -2.88216 3.55474 0.62105 -0.608
N -2.65670 4.43904 1.59012 0.365
C -1.59112 4.25975 2.45010 -0.885
C -2.61050 1.37404 -0.52697 0.198
O -3.69828 1.49372 -1.04037 -0.750
O -1.88188 0.30421 -0.64790 0.308
H -5.18023 6.69509 1.10851 0.434
H -5.33867 4.94617 0.99084 0.405
H -4.33657 5.84045 -0.16455 0.489
H -2.77688 6.49577 1.63008 0.263
H -4.35145 4.71510 3.52647 0.298
H -4.57024 6.46039 3.47705 0.416
H -2.80765 5.62653 5.18104 0.459
H -2.30644 6.91260 4.09236 0.410
H -0.24603 5.39881 5.34900 0.557
H 1.31138 2.48666 2.64264 0.998
H -3.74560 3.68232 -0.01265 0.740
C -1.54079 -2.40053 4.98263 -1.320
N -0.87628 -2.36361 3.69429 0.479
C 0.37252 -3.08799 3.69292 -0.865
C -1.33673 -1.59783 2.65644 0.339
N -0.54863 -1.00713 1.78210 0.981
C 0.80065 -0.78573 2.12931 -0.111
C 1.10897 -0.14287 3.31029 -0.445
C 2.43796 0.11391 3.66316 -1.189
C 3.44977 -0.30826 2.84747 -1.093
C 3.17751 -0.99062 1.64250 1.135
C 4.23025 -1.48416 0.84624 -1.232
C 3.96882 -2.19127 -0.29161 -1.164
C 2.64862 -2.38384 -0.70877 -0.529
C 1.58616 -1.89218 0.01731 0.111
N 0.28153 -1.93706 -0.50628 1.286
C -0.14492 -2.95491 -1.23435 0.619
N 0.28102 -4.23213 -1.04919 0.371
C 0.36627 -5.18480 -2.13649 -1.300
C 0.84060 -4.71278 0.18696 -1.036
N -1.09222 -2.78426 -2.17637 0.355
C -1.20529 -1.59627 -2.98485 -1.083
C -2.17736 -3.72022 -2.35594 -1.254
C 1.82944 -1.20041 1.23868 0.162
N -2.68621 -1.48649 2.58131 0.278
C -3.57423 -2.59684 2.85129 -1.293
C -3.34215 -0.39742 1.90350 -0.719
H -2.03508 -3.35823 5.16643 0.353
H -2.26696 -1.59802 5.06476 0.381
H -0.78785 -2.26825 5.76142 0.412
H 0.18446 -4.12017 4.00486 0.488
H 1.09276 -2.63615 4.38125 0.269
H 0.82267 -3.09850 2.70777 0.110
H 0.30460 0.17529 3.96237 0.596
H 2.64624 0.64278 4.58209 0.471
H 4.47991 -0.12880 3.11284 0.480
H 5.24136 -1.28025 1.16091 0.506
H 4.77498 -2.58617 -0.88912 0.459
H 2.45806 -2.85662 -1.65946 0.641
H 0.16906 -4.70685 -3.09225 0.371
H -0.32955 -6.01566 -1.99319 0.400
H 1.37701 -5.59799 -2.15677 0.414
H 0.51022 -4.08329 1.00721 0.182
H 1.93423 -4.72014 0.16130 0.289
H 0.48564 -5.73268 0.34929 0.467
H -0.34832 -0.95837 -2.81658 0.047
H -2.11391 -1.03810 -2.75983 0.304
H -1.22602 -1.89638 -4.03570 0.447
H -2.12071 -4.51861 -1.62322 0.420
H -2.17249 -4.14785 -3.36079 0.355
H -3.11622 -3.17909 -2.21704 0.345
H -3.01001 -3.49384 3.08043 0.426
H -4.18395 -2.79006 1.96551 0.376
H -4.24686 -2.36624 3.68001 0.343
H -2.70103 0.47953 1.90281 -0.328
H -4.26690 -0.16975 2.43621 0.502
H -3.60338 -0.64707 0.87339 0.411
F 1.82158 2.66414 -6.30648 -0.308
C 1.59196 2.15558 -5.09468 0.649
C 2.40413 1.14958 -4.57758 0.100
F 3.43789 0.68940 -5.28559 -0.304
C 2.13553 0.60879 -3.32690 0.031
F 2.89868 -0.40432 -2.88012 -0.194
C 1.07741 1.06319 -2.52085 -0.234
O 0.80205 0.52127 -1.36286 0.688
C 0.29488 2.09562 -3.06974 -0.049
F -0.72962 2.56786 -2.33537 -0.145
C 0.52424 2.61925 -4.33251 -0.003
F -0.27821 3.57080 -4.81432 -0.305
```

LUMO energy   -2.69 eV
Orbital gap   7.24 eV
Net charge   +1
HOMO   -9.94 eV

---

--- x ---
C40H41AlF6N7O4 as an isolated structure. Source: the OMol25 dataset; level of theory: wB97M-V/def2-TZVPD.

Structure (XYZ):
```
99
Properties=species:S:1:pos:R:3:mulliken_charge:R:1
Al 0.80797 0.16470 0.00898 -2.054
C -0.62257 -1.46508 -7.02125 -1.989
C -1.73185 -0.70893 -6.31706 0.572
C -3.10281 -1.33746 -6.51624 -0.913
C -4.17017 -0.38257 -5.99929 -1.207
C -3.83740 0.10066 -4.60431 1.095
C -4.81578 0.64658 -3.80380 -0.573
C -4.52380 1.05813 -2.50724 -0.281
F -5.50842 1.59485 -1.77441 -0.359
C -3.28339 0.90780 -1.96272 -0.842
C -2.27953 0.33387 -2.74943 0.534
C -0.97648 0.08074 -2.16132 0.772
O -0.75796 0.47384 -0.98017 0.366
C -0.02958 -0.58726 -2.97125 -0.136
C -0.33667 -0.85416 -4.28501 -0.493
N -1.50169 -0.56286 -4.85270 0.321
C -2.53938 -0.03458 -4.07517 -0.661
C 1.29867 -1.08062 -2.47326 0.059
O 2.02253 -1.72302 -3.20208 -0.751
O 1.58033 -0.81603 -1.22224 0.656
H -0.87852 -1.52148 -8.07827 0.432
H -0.52457 -2.48619 -6.64331 0.384
H 0.34223 -0.96199 -6.94378 0.520
H -1.76931 0.30921 -6.71290 0.229
H -3.14364 -2.28589 -5.97345 0.317
H -3.25381 -1.55150 -7.57359 0.379
H -5.14829 -0.86443 -5.98684 0.470
H -4.25176 0.47531 -6.67212 0.369
H -5.82957 0.74996 -4.17548 0.526
H -3.06272 1.21765 -0.94914 0.766
H 0.42762 -1.31156 -4.89532 0.785
C -1.15300 -2.03840 3.87661 -0.760
N -1.05019 -2.82370 2.65956 0.421
C -1.74268 -4.10360 2.72988 -1.270
C -0.48587 -2.38958 1.49701 0.385
N -0.38849 -1.12519 1.14812 0.659
C -1.22287 -0.15752 1.79788 -0.508
C -2.58459 -0.29494 1.78730 -0.177
C -3.42111 0.69779 2.32944 -1.192
C -2.88086 1.83102 2.86217 -1.026
C -1.47690 2.01921 2.89333 1.044
C -0.92852 3.20015 3.44740 -1.234
C 0.42158 3.39221 3.47100 -1.272
C 1.28760 2.41273 2.95255 -0.057
C 0.81025 1.23596 2.43573 -0.830
N 1.69821 0.28646 1.82223 1.448
C 2.86842 0.01542 2.37988 0.249
N 3.14004 0.15274 3.71620 0.371
C 2.15165 0.01564 4.76589 -0.892
C 4.37349 0.81193 4.13798 -1.294
N 3.90454 -0.44401 1.64334 0.526
C 4.06315 -0.17905 0.21322 -1.097
C 4.92032 -1.32158 2.21160 -1.268
C -0.61431 1.01474 2.36610 0.361
N -0.02957 -3.38869 0.69068 0.488
C 0.71375 -4.51834 1.23363 -1.228
C -0.12743 -3.35687 -0.75618 -1.189
H -0.77935 -2.62888 4.71670 0.442
H -2.18924 -1.75507 4.07933 0.303
H -0.57280 -1.13227 3.79577 -0.007
H -2.72660 -3.94618 3.17707 0.395
H -1.20258 -4.82494 3.34814 0.353
H -1.87724 -4.51993 1.73648 0.387
H -3.01531 -1.17928 1.33018 0.547
H -4.49686 0.56632 2.29605 0.432
H -3.51577 2.61254 3.26492 0.462
H -1.60126 3.95536 3.83818 0.485
H 0.83804 4.30989 3.86978 0.434
H 2.35538 2.60281 2.93620 0.675
H 1.28184 -0.50355 4.39169 0.098
H 1.83566 0.98283 5.16402 0.284
H 2.58204 -0.57473 5.57771 0.444
H 4.95940 1.11268 3.27306 0.398
H 4.98039 0.16198 4.77338 0.336
H 4.12159 1.71040 4.70998 0.411
H 3.46234 0.67079 -0.08698 0.132
H 3.78505 -1.04213 -0.39155 0.313
H 5.10943 0.06263 0.02154 0.479
H 4.58471 -1.73146 3.15991 0.393
H 5.86913 -0.80244 2.36300 0.343
H 5.09433 -2.14376 1.51562 0.404
H 0.89662 -4.37664 2.29613 0.404
H 1.67693 -4.58864 0.72345 0.323
H 0.18356 -5.46268 1.08743 0.352
H -0.76548 -2.53171 -1.06398 0.068
H -0.57828 -4.29285 -1.09706 0.479
H 0.84909 -3.26150 -1.22753 0.454
F 1.63075 7.20337 0.35551 -0.326
C 1.56817 5.88330 0.18465 0.799
C 2.72207 5.13358 0.09094 0.294
F 3.90961 5.72749 0.17652 -0.318
C 2.64786 3.76527 -0.08164 -0.277
F 3.78716 3.05939 -0.13207 -0.363
C 1.43326 3.09377 -0.18095 0.361
O 1.37319 1.79041 -0.31992 0.498
C 0.28439 3.88267 -0.08323 0.018
F -0.91284 3.28541 -0.13344 -0.233
C 0.34423 5.24702 0.10060 -0.091
F -0.77890 5.95650 0.20604 -0.341
```

LUMO energy   -2.57 eV
Orbital gap   7.50 eV
Net charge   +1
HOMO   -10.06 eV

---

Which of them is most stable? Easy: x.